1.
Below is a structure of composition C5H10N2O2 in a non-equilibrium geometry, with properties calculated with ωB97M-V/def2-TZVPD.

Calculated values
Calculated total energy (eV): -12414.685
HOMO-LUMO gap (eV): 9.828
HOMO (eV): -9.134
Relative energy (zero: lowest compared OMol25 entry of this formula, charge and spin) (eV): 8.7871
Strongest force on any atom (Eh/bohr): 0.1065
Charge: 0

Each line ends with the natural charge from an NBO analysis.
Geometry (Å):
C  1.273  -1.366  1.490  -0.68
C  -0.026  -0.603  0.801  -0.09
C  -0.512  -1.383  -0.552  -0.08
C  -1.702  0.829  -0.817  -0.13
C  -0.398  1.453  -0.909  -0.29
H  1.876  -0.394  1.832  0.26
H  2.150  -2.181  0.822  0.26
H  0.519  -1.953  2.378  0.23
H  -0.854  -0.344  1.485  0.21
H  -0.864  -2.396  -0.436  0.21
H  0.677  -1.263  -1.007  0.17
H  -2.271  1.230  -1.609  0.21
H  -2.289  0.912  0.127  0.20
H  -0.175  2.750  -0.727  0.27
H  0.124  1.208  -1.923  0.24
N  0.375  0.827  0.325  -0.28
N  1.712  1.088  0.303  0.23
O  -1.491  -0.578  -1.357  -0.55
O  1.876  2.164  -0.226  -0.39

2.
Below is a structure of composition C64H168As3F24N10O18P in a non-equilibrium geometry, with properties calculated with ωB97M-V/def2-TZVPD.

Calculated values
Calculated total energy (eV): -377827.560
HOMO-LUMO gap (eV): 9.871
HOMO (eV): -17.732
Strongest force on any atom (Eh/bohr): 0.0871
Charge: +6

Each line ends with the Löwdin charge.
Geometry (Å):
C  -5.561  1.568  -12.062  -0.06
O  -4.754  2.005  -10.951  -0.20
C  -3.345  1.662  -11.008  -0.17
C  -2.710  2.415  -9.871  -0.11
N  -3.560  2.416  -8.678  0.05
H  -4.527  2.702  -8.799  0.18
H  -3.571  1.510  -8.206  0.13
C  -3.030  3.292  -7.618  -0.10
C  -4.057  3.327  -6.526  -0.18
O  -4.529  2.032  -6.202  -0.19
C  -4.524  1.662  -4.864  -0.08
H  -6.593  1.818  -11.779  0.10
H  -5.521  0.512  -12.239  0.08
H  -5.376  2.161  -12.952  0.09
H  -2.893  2.030  -11.949  0.14
H  -3.076  0.578  -10.941  0.14
H  -2.419  3.412  -10.143  0.14
H  -1.827  1.917  -9.512  0.11
H  -2.904  4.269  -7.987  0.13
H  -2.060  2.890  -7.281  0.14
H  -4.913  3.925  -6.848  0.14
H  -3.613  3.709  -5.634  0.13
H  -5.009  0.709  -4.789  0.08
H  -5.174  2.343  -4.292  0.10
H  -3.504  1.640  -4.513  0.09
C  -0.321  -9.062  3.308  -0.09
O  0.160  -9.491  2.053  -0.22
C  0.504  -10.884  2.071  -0.19
C  0.718  -11.281  0.652  -0.07
N  1.634  -10.243  -0.012  0.07
H  1.702  -9.444  0.654  0.17
H  2.586  -10.613  -0.122  0.19
C  1.136  -9.806  -1.357  -0.09
C  1.715  -8.503  -1.745  -0.23
O  1.333  -7.568  -0.761  -0.20
C  2.094  -6.388  -0.868  -0.10
H  0.436  -9.286  4.133  0.12
H  -1.252  -9.541  3.555  0.09
H  -0.323  -7.966  3.304  0.10
H  -0.342  -11.391  2.501  0.14
H  1.456  -11.067  2.613  0.15
H  -0.222  -11.236  0.051  0.15
H  1.138  -12.294  0.490  0.16
H  0.089  -9.603  -1.214  0.13
H  1.282  -10.592  -2.086  0.15
H  1.293  -8.157  -2.679  0.12
H  2.808  -8.495  -1.859  0.14
H  3.165  -6.422  -0.662  0.10
H  1.639  -5.570  -0.190  0.11
H  1.947  -5.981  -1.889  0.09
C  6.063  1.013  -6.429  -0.08
O  5.027  0.832  -7.355  -0.19
C  3.807  0.544  -6.742  -0.22
C  2.862  0.162  -7.876  -0.10
N  3.221  -1.153  -8.483  0.09
H  4.216  -1.159  -8.651  0.16
H  3.025  -1.876  -7.756  0.20
C  2.482  -1.527  -9.730  -0.09
C  3.222  -1.200  -10.986  -0.22
O  4.448  -1.885  -10.924  -0.18
C  5.224  -1.713  -12.085  -0.08
H  5.917  1.934  -5.876  0.09
H  7.020  0.846  -6.914  0.11
H  6.023  0.281  -5.652  0.07
H  3.522  1.472  -6.151  0.16
H  3.932  -0.324  -6.063  0.13
H  2.813  1.012  -8.577  0.16
H  1.907  0.073  -7.440  0.09
H  1.541  -0.990  -9.790  0.13
H  2.359  -2.605  -9.698  0.14
H  3.335  -0.151  -11.068  0.12
H  2.563  -1.547  -11.819  0.16
H  4.623  -2.022  -13.004  0.12
H  6.157  -2.245  -12.013  0.10
H  5.403  -0.662  -12.272  0.09
C  -1.619  -6.505  -3.214  -0.09
O  -1.855  -5.400  -4.047  -0.23
C  -1.176  -5.460  -5.335  -0.12
C  -1.718  -4.234  -6.053  -0.09
N  -3.124  -3.951  -5.637  0.05
H  -3.276  -4.366  -4.702  0.16
H  -3.323  -2.950  -5.500  0.16
C  -4.136  -4.528  -6.548  -0.08
C  -5.534  -4.115  -6.113  -0.27
O  -5.694  -2.800  -6.336  -0.19
C  -7.027  -2.272  -6.251  -0.03
H  -0.595  -6.632  -2.879  0.07
H  -2.016  -7.404  -3.682  0.09
H  -2.316  -6.380  -2.314  0.12
H  -1.512  -6.356  -5.801  0.12
H  -0.102  -5.432  -5.242  0.13
H  -1.756  -4.252  -7.146  0.13
H  -1.116  -3.379  -5.801  0.11
H  -4.080  -5.614  -6.568  0.15
H  -3.925  -4.119  -7.532  0.14
H  -5.596  -4.349  -4.979  0.16
H  -6.299  -4.724  -6.563  0.13
H  -7.792  -3.044  -6.467  0.10
H  -7.046  -1.519  -7.062  0.11
H  -7.146  -1.960  -5.253  0.07
C  6.668  7.367  8.781  -0.04
O  5.628  6.449  9.117  -0.22
C  4.795  6.716  10.229  -0.17
C  3.688  5.617  10.172  -0.06
N  4.423  4.346  9.935  0.01
H  4.897  4.471  9.019  0.16
H  5.168  4.281  10.591  0.18
C  3.711  3.117  9.697  -0.11
C  3.025  3.249  8.381  -0.19
O  3.971  3.614  7.357  -0.19
C  3.427  3.675  6.067  -0.08
H  7.552  7.006  9.311  0.10
H  6.426  8.337  9.181  0.09
H  6.770  7.499  7.711  0.09
H  4.223  7.679  10.124  0.16
H  5.344  6.588  11.156  0.13
H  3.031  5.756  9.337  0.13
H  3.243  5.520  11.170  0.15
H  3.014  3.004  10.574  0.17
H  4.491  2.397  9.719  0.14
H  2.237  3.987  8.414  0.12
H  2.506  2.270  8.209  0.15
H  4.233  3.969  5.391  0.10
H  2.582  4.344  6.031  0.10
H  3.165  2.649  5.778  0.07
C  6.115  6.427  2.125  -0.12
O  5.265  5.425  1.647  -0.20
C  4.116  5.935  0.939  -0.15
C  3.451  4.666  0.368  -0.10
N  4.364  4.024  -0.571  0.03
H  4.716  4.757  -1.195  0.20
H  5.179  3.707  -0.051  0.16
C  3.839  2.874  -1.276  -0.13
C  4.934  2.201  -1.973  -0.18
O  6.029  2.183  -1.023  -0.22
C  7.154  1.483  -1.499  -0.10
H  6.880  5.986  2.813  0.11
H  5.597  7.078  2.857  0.09
H  6.553  7.081  1.395  0.09
H  4.396  6.670  0.161  0.14
H  3.415  6.456  1.591  0.13
H  2.512  4.867  -0.172  0.10
H  3.207  3.858  1.091  0.15
H  3.044  3.266  -1.893  0.14
H  3.320  2.281  -0.512  0.13
H  5.312  2.743  -2.881  0.14
H  4.687  1.185  -2.335  0.11
H  7.950  1.673  -0.771  0.10
H  7.487  1.838  -2.491  0.09
H  6.989  0.357  -1.540  0.10
C  -12.456  2.128  0.869  -0.08
O  -11.799  3.376  1.072  -0.24
C  -12.770  4.462  1.098  -0.17
C  -11.893  5.684  1.210  -0.10
N  -10.951  5.706  0.081  0.03
H  -10.494  4.784  -0.042  0.18
H  -11.484  5.898  -0.796  0.22
C  -9.881  6.632  0.365  -0.12
C  -8.809  6.603  -0.685  -0.19
O  -8.293  5.295  -0.739  -0.19
C  -7.309  5.126  -1.694  -0.11
H  -12.928  2.127  -0.131  0.10
H  -13.189  2.008  1.724  0.12
H  -11.663  1.398  0.900  0.09
H  -13.496  4.274  1.920  0.15
H  -13.365  4.386  0.168  0.14
H  -11.290  5.545  2.106  0.14
H  -12.359  6.679  1.233  0.16
H  -9.500  6.269  1.302  0.14
H  -10.259  7.653  0.514  0.16
H  -8.019  7.284  -0.420  0.14
H  -9.268  6.880  -1.634  0.14
H  -6.548  5.892  -1.567  0.10
H  -7.734  5.253  -2.687  0.09
H  -6.843  4.130  -1.556  0.11
C  -4.138  2.633  5.467  -0.05
O  -3.862  2.293  6.844  -0.21
C  -2.663  1.582  6.922  -0.24
C  -2.475  1.111  8.387  -0.07
N  -3.814  1.050  9.144  0.06
H  -3.711  1.109  10.142  0.15
H  -4.467  1.785  8.809  0.18
C  -4.553  -0.262  8.978  -0.08
C  -3.876  -1.361  9.794  -0.20
O  -3.397  -0.741  10.985  -0.24
C  -3.030  -1.616  12.120  0.00
H  -3.489  3.461  5.198  0.09
H  -5.230  2.862  5.437  0.11
H  -3.897  1.772  4.811  0.09
H  -1.740  2.097  6.603  0.13
H  -2.726  0.624  6.372  0.12
H  -1.885  1.848  8.959  0.14
H  -1.957  0.137  8.427  0.12
H  -4.486  -0.473  7.935  0.12
H  -5.582  -0.093  9.254  0.14
H  -3.041  -1.843  9.208  0.14
H  -4.583  -2.196  10.037  0.15
H  -2.125  -2.077  11.856  0.07
H  -3.849  -2.277  12.334  0.09
H  -2.879  -0.855  12.877  0.10
C  7.942  -1.794  7.008  -0.05
C  6.620  -1.417  6.346  -0.15
N  6.038  -2.483  5.432  -0.27
C  7.023  -2.764  4.381  0.01
C  5.793  -3.768  6.237  -0.15
C  5.153  -4.919  5.485  -0.07
C  4.698  -2.088  4.799  -0.06
C  4.514  -0.608  4.404  -0.23
O  5.471  -0.153  3.468  -0.17
C  4.889  0.899  2.568  -0.01
H  8.743  -2.070  6.303  0.09
H  7.783  -2.583  7.742  0.09
H  8.396  -0.996  7.587  0.09
H  6.656  -0.581  5.646  0.12
H  5.898  -1.111  7.079  0.13
H  7.912  -3.140  4.869  0.10
H  7.211  -1.841  3.797  0.13
H  6.613  -3.516  3.688  0.11
H  5.114  -3.566  7.124  0.17
H  6.777  -4.119  6.433  0.11
H  5.694  -5.156  4.594  0.06
H  4.149  -4.707  5.103  0.08
H  5.077  -5.860  6.068  0.11
H  3.879  -2.339  5.495  0.13
H  4.586  -2.738  3.929  0.14
H  4.477  0.029  5.281  0.11
H  3.480  -0.627  4.022  0.11
H  5.695  1.310  2.025  0.07
H  4.507  1.660  3.169  0.05
H  4.118  0.563  1.847  0.09
C  -0.220  -2.979  0.625  -0.07
C  -0.693  -1.798  -0.079  -0.22
N  -0.726  -0.552  0.709  -0.23
C  -1.574  -0.783  1.992  0.04
C  0.700  -0.132  1.311  -0.11
C  0.651  1.205  1.938  -0.04
C  -1.333  0.521  -0.078  -0.12
C  -0.647  0.703  -1.404  -0.18
O  -0.983  -0.327  -2.371  -0.22
C  -0.384  -0.027  -3.611  -0.10
H  0.818  -2.938  1.005  0.09
H  -0.210  -3.747  -0.136  0.08
H  -0.896  -3.327  1.437  0.10
H  -1.725  -1.954  -0.419  0.15
H  -0.071  -1.402  -0.885  0.10
H  -1.003  -1.294  2.739  0.09
H  -2.424  -1.331  1.607  0.10
H  -1.987  0.167  2.307  0.10
H  1.353  -0.258  0.468  0.07
H  0.935  -0.937  2.009  0.10
H  1.550  1.405  2.482  0.08
H  -0.070  1.250  2.720  0.05
H  0.405  2.006  1.267  0.05
H  -1.534  1.431  0.471  0.10
H  -2.397  0.257  -0.347  0.17
H  0.471  0.657  -1.261  0.13
H  -0.766  1.709  -1.827  0.11
H  -0.918  0.806  -4.161  0.10
H  -0.587  -0.929  -4.217  0.08
H  0.682  0.109  -3.436  0.09
As  3.617  -1.558  -1.073  0.64
F  5.156  -0.834  -0.703  -0.24
F  3.401  -1.942  0.564  -0.23
F  2.042  -2.121  -1.442  -0.23
F  3.865  -1.190  -2.745  -0.25
F  4.283  -3.079  -1.315  -0.21
F  2.935  0.009  -0.770  -0.26
As  0.657  -0.471  5.839  0.60
F  0.046  0.337  7.179  -0.22
F  -0.251  0.613  4.865  -0.24
F  1.234  -1.241  4.406  -0.24
F  1.573  -1.462  6.830  -0.21
F  -0.687  -1.559  5.956  -0.25
F  1.987  0.585  5.714  -0.24
As  -0.494  4.616  -0.397  0.69
F  0.742  3.410  -0.708  -0.26
F  -1.321  4.167  -1.864  -0.27
F  -1.735  5.824  -0.230  -0.24
F  0.286  4.958  1.080  -0.23
F  0.472  5.795  -1.188  -0.23
F  -1.487  3.419  0.345  -0.25
P  -1.458  -0.710  -7.523  0.16
F  -1.355  0.667  -6.814  -0.09
F  -2.277  -1.355  -6.249  -0.17
F  -2.953  -0.271  -8.213  -0.19
F  -1.668  -2.179  -8.213  -0.17
F  -0.807  -0.205  -8.862  -0.12
F  -0.060  -1.205  -6.928  -0.14

3.
Below is a cluster of 12 separate species, C26H72F3O13 in total in a non-equilibrium geometry, with properties calculated with ωB97M-V/def2-TZVPD.

Calculated values
Calculated total energy (eV): -62892.913
HOMO-LUMO gap (alpha / beta) (eV): 1.483 / 7.125
HOMO (alpha / beta) (eV): 2.104 / -3.539
Strongest force on any atom (Eh/bohr): 0.0680
Multiplicity: 2
Charge: -2

Each line ends with the Mulliken spin population.
Geometry (Å):
C  1.227  1.517  0.079  -0.01
O  0.538  0.251  0.298  0.03
O  2.127  1.680  1.122  0.00
C  1.818  1.397  -1.440  0.01
F  2.724  2.369  -1.637  0.00
F  2.540  0.230  -1.698  0.00
F  0.843  1.501  -2.359  0.00
C  -0.672  0.156  1.079  -0.06
C  -1.040  -1.381  1.140  0.04
H  -1.883  -1.463  1.827  0.01
H  -1.316  -1.675  0.127  -0.03
H  -0.166  -1.999  1.345  0.03
H  -1.493  0.856  0.920  -0.02
H  -0.355  0.391  2.095  0.00
H  0.550  2.372  0.086  0.00
C  -3.765  -3.439  -1.633  -0.01
C  -5.090  -3.696  -2.453  0.47
O  -4.830  -4.310  -3.765  -0.23
H  -3.546  -4.458  -1.315  0.01
H  -3.884  -2.929  -0.677  -0.10
H  -2.854  -3.159  -2.162  0.10
H  -5.565  -2.715  -2.434  0.06
H  -5.807  -4.246  -1.843  -0.15
H  -4.981  -5.256  -3.714  0.01
C  -2.817  -4.616  1.916  0.20
C  -3.563  -4.528  3.199  1.54
O  -3.291  -3.258  3.717  -1.02
H  -3.037  -5.547  1.393  -0.45
H  -1.753  -4.688  2.142  0.11
H  -2.943  -3.813  1.190  0.28
H  -3.465  -5.423  3.813  -0.65
H  -4.641  -4.412  3.091  0.11
H  -3.479  -3.305  4.658  0.67
C  -6.955  -2.736  3.123  0.38
C  -6.094  -2.505  1.921  0.12
O  -5.056  -1.675  2.304  -0.51
H  -6.291  -3.068  3.922  0.20
H  -7.662  -3.548  2.950  -0.27
H  -7.607  -1.894  3.353  -0.03
H  -6.667  -1.985  1.153  0.13
H  -5.791  -3.429  1.430  -0.13
H  -4.327  -2.152  2.707  0.12
C  -2.069  1.217  -4.697  0.00
C  -0.860  0.529  -5.442  0.01
O  -1.295  -0.366  -6.493  -0.01
H  -1.550  1.385  -3.753  0.00
H  -2.937  0.558  -4.719  0.01
H  -2.412  2.167  -5.106  0.00
H  -0.124  0.058  -4.790  0.01
H  -0.245  1.302  -5.902  0.00
H  -1.617  -1.174  -6.087  0.00
C  2.019  -1.825  4.891  0.05
C  1.716  -1.305  3.458  0.00
O  2.665  -0.307  3.220  -0.01
H  1.527  -2.775  5.100  -0.04
H  1.590  -1.061  5.539  0.00
H  3.095  -1.916  5.045  0.01
H  0.701  -1.020  3.182  0.00
H  1.906  -2.148  2.793  0.01
H  2.478  0.253  2.463  0.00
C  2.147  -2.991  -0.579  0.00
C  2.312  -4.008  -1.684  0.04
O  3.092  -5.054  -1.022  -0.01
H  3.162  -2.775  -0.243  0.00
H  1.625  -3.515  0.222  0.01
H  1.654  -2.117  -1.004  -0.01
H  2.959  -3.588  -2.454  0.00
H  1.399  -4.419  -2.116  -0.02
H  3.091  -5.866  -1.534  0.00
C  -3.569  1.758  3.391  -0.01
C  -4.494  1.238  4.536  0.00
O  -5.601  0.800  3.847  -0.11
H  -4.012  2.486  2.712  0.00
H  -3.377  0.896  2.752  -0.02
H  -2.709  2.374  3.654  0.02
H  -4.717  2.141  5.105  -0.01
H  -4.032  0.391  5.044  0.06
H  -5.347  -0.027  3.429  0.03
C  6.273  4.774  0.855  0.00
C  4.916  4.176  0.678  0.00
O  5.103  2.804  0.437  0.00
H  6.935  4.436  0.057  0.00
H  6.801  4.347  1.707  0.00
H  6.276  5.861  0.941  0.00
H  4.480  4.557  -0.246  0.00
H  4.198  4.339  1.482  0.00
H  4.265  2.400  0.198  0.00
C  2.711  4.159  -4.581  0.00
C  1.637  4.064  -5.703  0.00
O  1.805  5.347  -6.386  0.00
H  2.504  3.351  -3.880  0.00
H  2.621  5.056  -3.969  0.00
H  3.697  4.124  -5.046  0.00
H  0.653  3.986  -5.240  0.00
H  1.870  3.260  -6.401  0.00
H  2.393  5.226  -7.136  0.00
C  -0.316  4.623  2.510  0.00
C  1.096  5.100  3.037  0.00
O  1.887  3.889  3.293  0.00
H  -0.748  4.020  3.308  0.00
H  -0.192  4.002  1.623  0.00
H  -1.056  5.410  2.365  0.00
H  1.186  5.743  3.913  0.00
H  1.620  5.570  2.206  0.00
H  2.146  3.404  2.506  0.00
C  5.775  -0.624  -2.577  0.00
C  6.949  0.362  -2.986  0.00
O  6.317  1.185  -3.966  0.00
H  5.089  -0.012  -1.991  0.00
H  6.075  -1.348  -1.819  0.00
H  5.231  -1.082  -3.403  0.00
H  7.825  -0.138  -3.398  0.00
H  7.177  1.018  -2.146  0.00
H  6.953  1.904  -3.968  0.00